P:
Entry from the OMol25 dataset: a molecular structure, CH4INS (ωB97M-V with the def2-TZVPD basis set).

Last column: natural (NBO) charge in e.
Geometry (Å):
C: -0.352 1.237 0.175  -0.767
N: 0.043 -1.290 0.119  -0.895
S: -0.685 -0.216 -0.849  0.556
I: -0.105 -3.214 -0.483  0.337
H: -0.994 1.218 1.049  0.232
H: -0.546 2.121 -0.424  0.234
H: 0.694 1.181 0.468  0.242
H: 1.946 -1.037 -0.056  0.062

Values from the calculation:
- Frontier orbital gap (spin up / spin down): 7.69 / 8.03 eV
- Lowest unoccupied orbital energy (spin up / spin down): -0.57 / -0.77 eV
- Net charge: 0

Q:
Entry from the OMol25 dataset: 2 unconnected molecules or ions with the total composition CH4INS (ωB97M-V with the def2-TZVPD basis set).

Last column: natural (NBO) charge in e.
Geometry (Å):
C: 1.436 -0.008 0.577  -0.520
N: -1.202 -0.507 0.516  -0.805
S: -2.005 0.697 -0.173  0.374
I: 2.261 -1.883 0.741  0.155
H: 1.278 0.545 1.479  0.192
H: 1.524 0.483 -0.375  0.184
H: -1.038 -1.310 -0.077  0.354
H: -1.983 0.434 -1.516  0.066

Values from the calculation:
- Frontier orbital gap (spin up / spin down): 7.71 / 8.44 eV
- Lowest unoccupied orbital energy (spin up / spin down): -0.34 / 0.01 eV
- Net charge: 0

R:
Entry from the OMol25 dataset: 2 unconnected molecules or ions with the total composition CH4INS (ωB97M-V with the def2-TZVPD basis set).

Last column: natural (NBO) charge in e.
Geometry (Å):
C: 0.495 -1.163 0.847  -0.492
N: 0.670 0.868 -0.847  -0.860
S: -0.649 0.808 -1.717  0.422
I: 2.108 -0.845 2.112  0.098
H: 0.915 -1.717 0.032  0.224
H: -0.329 -0.836 1.338  0.190
H: 1.076 1.643 -0.368  0.373
H: -1.551 1.472 -0.984  0.045

Values from the calculation:
- Frontier orbital gap (spin up / spin down): 7.38 / 8.62 eV
- Lowest unoccupied orbital energy (spin up / spin down): -0.64 / -0.02 eV
- Net charge: 0

Stability order, top to bottom: Q, R, P

P:
Entry from the OMol25 dataset: 2 unconnected molecules or ions with the total composition C6H15NO2 (ωB97M-V with the def2-TZVPD basis set).

Last column: natural (NBO) charge in e.
Geometry (Å):
C: -2.042 -2.125 0.869  -0.417
N: -0.702 -1.659 1.131  -0.602
C: -0.337 -0.384 1.369  0.713
C: -1.438 0.627 1.547  -0.728
O: 0.856 -0.113 1.568  -0.662
H: -2.462 -1.659 -0.021  0.202
H: -2.013 -3.207 0.713  0.219
H: -2.704 -1.920 1.719  0.200
H: 0.057 -2.320 1.054  0.409
H: -2.080 0.651 0.663  0.232
H: -2.031 0.370 2.414  0.235
H: -0.998 1.609 1.668  0.261
C: 0.040 0.565 -1.653  -0.666
C: 1.377 1.458 -1.196  0.140
C: 2.590 0.541 -1.307  -0.644
O: 1.256 2.008 0.055  -0.767
H: 0.060 -0.432 -1.221  0.190
H: -0.904 1.086 -1.513  0.202
H: 0.173 0.444 -2.726  0.204
H: 1.435 2.281 -1.920  0.161
H: 2.651 0.091 -2.296  0.201
H: 3.498 1.116 -1.119  0.214
H: 2.521 -0.243 -0.553  0.209
H: 1.197 1.216 0.755  0.494

Values from the calculation:
- Structure (SMILES): CNC(C)=O.CC(C)O
- Frontier orbital gap: 9.63 eV
- Lowest unoccupied orbital energy: 0.66 eV
- Net charge: 0

Q:
Entry from the OMol25 dataset: 2 unconnected molecules or ions with the total composition C6H15NO2 (ωB97M-V with the def2-TZVPD basis set).

Last column: natural (NBO) charge in e.
Geometry (Å):
C: -0.777 -1.642 -3.344  -0.594
C: -1.470 -1.401 -2.078  -0.480
C: -0.425 -1.308 -0.925  0.680
O: 0.131 -2.370 -0.622  -0.650
N: -0.169 -0.140 -0.321  -0.446
C: -0.457 1.160 -0.902  -0.408
C: 0.896 -0.112 0.791  -0.207
C: 0.289 -0.687 2.157  -0.624
H: -0.299 -2.633 -3.421  0.223
H: 0.000 -0.867 -3.448  0.195
H: -1.496 -1.533 -4.174  0.208
H: -1.970 -0.428 -2.248  0.195
H: -2.256 -2.147 -1.847  0.232
H: 0.127 1.980 -0.451  0.215
H: -1.528 1.414 -0.839  0.202
H: -0.178 1.072 -1.965  0.196
H: 1.725 -0.739 0.410  0.223
H: 1.287 0.914 0.932  0.192
H: 0.985 -0.379 2.955  0.203
H: 0.279 -1.789 2.105  0.233
H: -0.724 -0.338 2.419  0.213
O: 1.906 4.363 5.047  -0.939
H: 2.751 4.069 4.638  0.470
H: 1.372 3.541 5.132  0.470

Values from the calculation:
- Structure (SMILES): CCC(=O)N(C)CC.O
- Frontier orbital gap: 9.68 eV
- Lowest unoccupied orbital energy: 0.43 eV
- Net charge: 0

R:
Entry from the OMol25 dataset: 2 unconnected molecules or ions with the total composition C6H15NO2 (ωB97M-V with the def2-TZVPD basis set).

Last column: natural (NBO) charge in e.
Geometry (Å):
C: 2.427 -0.522 0.757  -0.618
C: 0.947 -0.592 0.408  -0.437
C: 0.682 -0.373 -1.161  0.534
C: 1.179 1.003 -1.608  -0.654
O: 1.381 -1.353 -1.879  -0.736
O: -0.672 -0.539 -1.437  -0.797
H: 2.997 -1.150 0.075  0.222
H: 2.806 0.498 0.676  0.198
H: 2.595 -0.869 1.775  0.204
H: 0.398 0.148 0.991  0.188
H: 0.564 -1.588 0.635  0.200
H: 0.861 1.173 -2.634  0.222
H: 0.761 1.777 -0.971  0.198
H: 2.263 1.030 -1.570  0.217
H: 0.744 -2.047 -2.085  0.483
H: -1.199 0.219 -0.993  0.504
H: -1.837 2.396 -0.029  0.363
N: -1.898 1.382 0.062  -0.665
C: -2.303 0.940 1.170  0.192
C: -2.477 -0.511 1.405  -0.694
H: -2.631 1.588 1.991  0.157
H: -2.082 -1.084 0.569  0.251
H: -3.540 -0.730 1.524  0.235
H: -1.968 -0.797 2.328  0.230

Values from the calculation:
- Structure (SMILES): CCC(C)(O)O.[H]/N=C/C
- Frontier orbital gap: 9.88 eV
- Lowest unoccupied orbital energy: 0.77 eV
- Net charge: 0

Stability order, top to bottom: P, R, Q

P:
Entry from the OMol25 dataset: a single C6H15NO2 molecule (ωB97M-V with the def2-TZVPD basis set).

Last column: natural (NBO) charge in e.
Geometry (Å):
C: -1.237 0.081 2.153  -0.418
N: -1.237 1.161 1.193  -0.669
C: -0.054 1.397 0.430  0.637
O: -0.469 2.012 -0.764  -0.731
O: 0.669 2.387 1.110  -0.744
C: 0.901 0.234 0.098  -0.458
C: 0.387 -1.041 -0.606  -0.203
C: -0.815 -0.794 -1.644  -0.612
C: 1.562 -1.730 -1.314  -0.606
H: -1.331 -0.896 1.675  0.174
H: -0.345 0.098 2.786  0.202
H: -2.110 0.184 2.805  0.205
H: -2.031 1.135 0.559  0.386
H: 0.300 2.504 -1.084  0.482
H: 0.125 2.627 1.878  0.489
H: 1.709 0.667 -0.511  0.211
H: 1.416 -0.067 1.021  0.214
H: 0.055 -1.732 0.177  0.189
H: -0.894 -1.926 -1.808  0.206
H: -1.712 -0.375 -1.178  0.207
H: -0.466 -0.201 -2.496  0.216
H: 1.262 -2.716 -1.684  0.208
H: 2.406 -1.876 -0.632  0.210
H: 1.909 -1.134 -2.164  0.203

Values from the calculation:
- Structure (SMILES): CNC(O)(O)CC(C)C
- Frontier orbital gap: 10.16 eV
- Lowest unoccupied orbital energy: 0.90 eV
- Net charge: 0

Q:
Entry from the OMol25 dataset: a molecular structure, C6H15NO2 (ωB97M-V with the def2-TZVPD basis set).

Last column: natural (NBO) charge in e.
Geometry (Å):
C: -0.483 -0.311 -0.785  0.183
C: -0.115 0.837 -0.018  -0.156
C: -0.092 -0.480 -2.221  -0.680
C: -1.670 -1.096 -0.326  -0.683
C: 1.398 -1.569 0.303  -0.500
C: 0.784 1.890 -0.623  -0.636
N: 0.714 -0.116 1.232  0.116
O: 0.176 -0.551 2.289  -0.459
O: -0.553 1.669 2.920  -1.050
H: -0.110 0.675 3.212  0.513
H: -1.027 2.214 3.560  0.471
H: -0.911 1.255 0.589  0.260
H: -0.134 -1.526 -2.529  0.219
H: 0.896 -0.090 -2.459  0.224
H: -0.794 0.081 -2.849  0.234
H: -2.594 -0.615 -0.662  0.232
H: -1.736 -1.115 0.764  0.240
H: -1.634 -2.118 -0.708  0.211
H: 2.056 -1.255 -0.499  0.193
H: 0.764 -2.400 -0.005  0.191
H: 2.009 -1.883 1.145  0.205
H: 1.057 2.632 0.127  0.239
H: 0.289 2.409 -1.446  0.222
H: 1.708 1.461 -1.011  0.210

Values from the calculation:
- Frontier orbital gap (spin up / spin down): 8.13 / 8.25 eV
- Lowest unoccupied orbital energy (spin up / spin down): 0.19 / 0.04 eV
- Net charge: 0

R:
Entry from the OMol25 dataset: a single C6H15NO2 molecule (ωB97M-V with the def2-TZVPD basis set).

Last column: natural (NBO) charge in e.
Geometry (Å):
C: -0.611 -1.687 -0.889  -0.639
C: -0.177 -0.238 -0.717  0.260
C: 1.309 0.001 -1.540  -0.654
O: -1.124 0.619 -1.318  -0.739
C: 0.190 0.219 0.671  0.293
C: 0.435 1.713 0.867  -0.660
C: 1.252 -0.594 1.406  -0.647
O: -1.188 -0.182 1.482  -0.487
N: -2.338 0.658 1.306  -0.512
H: -0.731 -1.927 -1.951  0.204
H: -1.577 -1.852 -0.403  0.234
H: 0.108 -2.385 -0.460  0.219
H: 1.950 0.835 -1.253  0.212
H: 1.059 0.195 -2.586  0.204
H: 1.902 -0.914 -1.481  0.205
H: -1.342 0.268 -2.196  0.477
H: 1.445 2.002 0.561  0.219
H: -0.267 2.327 0.299  0.227
H: 0.305 1.967 1.925  0.239
H: 1.087 -0.494 2.484  0.245
H: 2.261 -0.237 1.183  0.220
H: 1.215 -1.665 1.197  0.218
H: -3.039 0.058 0.868  0.326
H: -2.121 1.314 0.545  0.338

Values from the calculation:
- Structure (SMILES): CC(C)(O)C(C)(C)ON
- Frontier orbital gap: 8.83 eV
- Lowest unoccupied orbital energy: 0.68 eV
- Net charge: 0

Stability order, top to bottom: P, R, Q